C48H93Cl9N5O5 | ωB97M-V/def2-TZVPD

Each atom is followed by the atoms it is bonded to, with distances in Å.
Element x y z (Å)
1 C -3.55451 -0.78890 -1.19299  C27 1.504, C40 1.537, C113 1.559, N132 1.547
2 H 0.24623 2.93873 4.47096  C21 1.090
3 H 5.31404 2.66762 -3.46664  C96 1.090
4 H 0.73698 5.52616 2.86954  C130 1.090
5 C -0.48616 5.75151 1.39085  C68 1.525, H99 1.090, C130 1.525, H137 1.090
6 O 0.03222 1.99634 -2.79102  N18 1.525
7 C -4.31287 -0.86587 1.27899  C10 1.527, C36 1.585, C95 1.599, N132 1.509
8 H 1.20223 -4.85473 5.01484  C81 1.090
9 C 2.10409 3.31079 -2.40965  N18 1.439, C84 1.574, C151 1.554, C155 1.560
10 C -3.46229 0.06606 2.13864  C7 1.527, H80 1.090, H104 1.090, H133 1.090
11 H 6.66788 -2.25806 -0.61468  C78 1.090
12 H -3.44172 -5.26004 -4.85710  C41 1.090
13 H -4.15391 7.28480 2.65635  C105 1.090
14 H 0.65088 -0.13193 -4.12814  C118 1.090
15 Cl 6.50459 -4.26855 -1.85180  C78 1.723
16 H -3.41663 6.30169 1.38454  C105 1.090
17 H -1.17545 8.57718 3.96159  C90 1.090
18 N 1.55518 2.05647 -2.85362  O6 1.525, C9 1.439, C119 1.490
19 H 4.73101 4.06646 3.10597  C83 1.090
20 H -0.73287 -5.87180 -2.52188  C69 1.090
21 C -0.17370 3.87583 4.83646  H2 1.090, H67 1.090, H85 1.090, C124 1.596
22 H 3.95306 -0.71527 5.76993  C42 1.090
23 H -2.22511 0.87261 -1.88970  C27 1.090
24 H -3.63741 -1.18967 -3.36677  C40 1.090
25 H 0.78124 3.85291 -0.65967  C151 1.090
26 N -0.95490 -5.21961 -5.86246  C46 1.463, O100 1.460, C145 1.509
27 C -2.25470 -0.03952 -1.29366  C1 1.504, H23 1.090, H77 1.090, H102 1.090
28 H -0.23615 -1.80696 7.15689  C50 1.090
29 H -5.60427 -1.76778 2.80304  C95 1.090
30 C 2.74715 -3.76552 2.70014  H52 1.090, H86 1.090, C93 1.475, H157 1.090
31 H -6.54905 -1.19969 1.51343  C95 1.090
32 H -5.99409 0.02462 2.53037  C95 1.090
33 H 1.91052 -0.03015 4.48895  C143 1.090
34 O -2.46985 5.76134 5.25306  N35 1.481
35 N -1.55756 5.88794 4.09349  O34 1.481, C124 1.492, C158 1.547
36 C -3.71884 -2.33407 1.34301  C7 1.585, H71 1.090, C73 1.475, H103 1.090
37 O -0.16832 -3.31293 3.29558  N51 1.508
38 H -1.52966 -1.32543 4.81572  C70 1.090
39 C 1.85372 1.94712 -5.40232  H49 1.090, H63 1.090, C119 1.531, H149 1.090
40 C -4.22646 -0.72869 -2.57391  C1 1.537, H24 1.090, H56 1.090, H127 1.090
41 C -2.85097 -5.69521 -4.05104  H12 1.090, H48 1.090, C145 1.579, H156 1.090
42 C 3.15122 -1.43855 5.62144  H22 1.090, H54 1.090, C89 1.532, C143 1.563
43 Cl 3.19481 0.14386 1.12736  C117 1.734
44 Cl 3.48813 2.31126 3.90733  C83 1.778
45 H -3.90402 -2.97276 -1.22667  C113 1.090
46 C -0.80204 -3.76468 -5.90167  N26 1.463, C57 1.497, C58 1.530, C121 1.611
47 H -2.64260 -3.30064 -4.88579  C57 1.090
48 H -3.55589 -6.50753 -3.87404  C41 1.090
49 H 1.40620 1.31527 -6.16953  C39 1.090
50 C 0.12963 -2.41205 6.32733  H28 1.090, H59 1.090, C140 1.528, H146 1.090
51 N 0.94812 -2.57756 3.99237  O37 1.508, C93 1.487, C140 1.486
52 H 2.08957 -4.52895 2.28433  C30 1.090
53 H 0.03989 -2.06268 -7.20479  C121 1.090
54 H 3.10251 -2.03724 6.53099  C42 1.090
55 H 4.33925 -2.75151 4.66954  C89 1.090
56 H -5.21347 -1.19103 -2.58593  C40 1.090
57 C -2.09147 -3.01295 -5.78112  C46 1.497, H47 1.090, H120 1.090, H131 1.090
58 C 0.25109 -3.38729 -4.85808  C46 1.530, H123 1.090, C125 1.583, H138 1.090
59 H -0.49863 -3.29917 6.24725  C50 1.090
60 H -0.28918 -7.89359 -5.02815  C64 1.090
61 H 2.50639 -4.26420 6.05367  C81 1.090
62 O -5.09603 0.96841 -0.21965  N132 1.461
63 H 2.67163 2.46026 -5.90810  C39 1.090
64 C -1.24035 -7.49440 -4.67600  H60 1.090, H92 1.090, H116 1.090, C145 1.565
65 H 1.96648 -0.63628 -3.14293  C118 1.090
66 H 0.54364 3.94944 2.28162  C130 1.090
67 H 0.72187 4.44423 5.08739  C21 1.090
68 C -1.12821 7.05933 1.84212  C5 1.525, H91 1.090, H134 1.090, C158 1.504
69 C -0.38401 -5.54320 -3.50086  H20 1.090, H97 1.090, C125 1.558, C145 1.551
70 C -0.60846 -0.74620 4.75250  H38 1.090, H122 1.090, C140 1.545, H144 1.090
71 H -4.47975 -3.08650 1.13578  C36 1.090
72 H 1.25314 -1.28401 1.31252  C117 1.090
73 C -2.61890 -2.56655 0.38767  C36 1.475, H101 1.090, C113 1.497, H150 1.090
74 H -0.84608 -3.37295 -8.05019  C121 1.090
75 H -2.26128 -2.48057 -1.65560  C113 1.090
76 H 4.08062 0.96235 -4.79356  C79 1.090
77 H -1.44186 -0.55304 -1.80716  C27 1.090
78 C 6.45552 -2.55942 -1.64045  H11 1.090, Cl15 1.723, Cl112 1.819, Cl147 1.748
79 C 3.69007 1.34963 -3.85250  H76 1.090, C96 1.588, C119 1.569, H154 1.090
80 H -2.51008 -0.04098 1.61910  C10 1.090
81 C 2.23180 -4.49698 5.02483  H8 1.090, H61 1.090, C93 1.580, H111 1.090
82 C -2.04090 3.54570 3.12023  H109 1.090, C124 1.547, H159 1.090, H160 1.090
83 C 4.92538 2.99396 3.11497  H19 1.090, Cl44 1.778, Cl98 1.788, Cl141 1.827
84 C 3.67648 3.36315 -2.36930  C9 1.574, C96 1.439, H108 1.090, H148 1.090
85 H -0.72176 3.70004 5.76212  C21 1.090
86 H 3.79229 -4.02746 2.53531  C30 1.090
87 H 2.19685 -0.73101 -4.88472  C118 1.090
88 H 0.53494 4.77940 -3.08562  C155 1.090
89 C 3.40781 -2.27527 4.36343  C42 1.532, H55 1.090, C93 1.578, H126 1.090
90 C -2.16901 8.29517 3.61315  H17 1.090, H106 1.090, H152 1.090, C158 1.603
91 H -1.71658 7.48944 1.03161  C68 1.090
92 H -2.01519 -7.95921 -5.28565  C64 1.090
93 C 2.25324 -3.28992 4.00583  C30 1.475, N51 1.487, C81 1.580, C89 1.578
94 H 1.73794 -0.07390 6.28038  C143 1.090
95 C -5.67748 -0.92983 2.10981  C7 1.599, H29 1.090, H31 1.090, H32 1.090
96 C 4.23921 2.81331 -3.57450  H3 1.090, C79 1.588, C84 1.439, H128 1.090
97 H 0.58464 -6.01556 -3.66421  C69 1.090
98 Cl 6.37308 2.64350 4.10356  C83 1.788
99 H 0.31220 5.90508 0.66481  C5 1.090
100 O -1.62216 -5.76069 -7.04341  N26 1.460
101 H -1.74305 -1.94100 0.55997  C73 1.090
102 H -1.92949 0.17989 -0.27671  C27 1.090
103 H -3.41194 -2.65539 2.33833  C36 1.090
104 H -3.86870 1.07171 2.24635  C10 1.090
105 C -3.49694 6.43678 2.46315  H13 1.090, H16 1.090, H129 1.090, C158 1.555
106 H -2.61251 8.98132 2.89162  C90 1.090
107 H 2.03802 2.59641 -0.38575  C151 1.090
108 H 4.10469 2.72298 -1.59799  C84 1.090
109 H -2.28329 3.54636 2.05752  C82 1.090
110 Cl 1.26616 -0.68102 -0.89452  C117 1.760
111 H 2.96089 -5.25892 4.74919  C81 1.090
112 Cl 7.66576 -1.73687 -2.72054  C78 1.819
113 C -3.10390 -2.26897 -0.99734  C1 1.559, H45 1.090, C73 1.497, H75 1.090
114 H 0.62680 -3.79909 -2.68772  C125 1.090
115 H 2.19244 5.36012 -3.11617  C155 1.090
116 H -1.38947 -7.90795 -3.67858  C64 1.090
117 C 1.56851 -0.36910 0.81095  Cl43 1.734, H72 1.090, Cl110 1.760, Cl135 1.738
118 C 1.74010 -0.14336 -4.08839  H14 1.090, H65 1.090, H87 1.090, C119 1.534
119 C 2.13110 1.33896 -4.02521  N18 1.490, C39 1.531, C79 1.569, C118 1.534
120 H -1.91374 -1.94297 -5.67323  C57 1.090
121 C -0.15989 -3.13370 -7.23778  C46 1.611, H53 1.090, H74 1.090, H136 1.090
122 H -0.43656 -0.36782 3.74484  C70 1.090
123 H 1.28589 -3.62184 -5.10768  C58 1.090
124 C -1.01431 4.56549 3.66771  C21 1.596, N35 1.492, C82 1.547, C130 1.527
125 C -0.12282 -4.00829 -3.45088  C58 1.583, C69 1.558, H114 1.090, H142 1.090
126 H 3.62832 -1.67895 3.47807  C89 1.090
127 H -4.54471 0.24875 -2.93643  C40 1.090
128 H 3.86781 3.47047 -4.36080  C96 1.090
129 H -3.96603 5.56787 2.92471  C105 1.090
130 C -0.03659 4.83900 2.52678  H4 1.090, C5 1.525, H66 1.090, C124 1.527
131 H -2.85292 -3.07983 -6.55819  C57 1.090
132 N -4.60905 -0.40634 -0.12732  C1 1.547, C7 1.509, O62 1.461
133 H -3.29736 -0.21534 3.17869  C10 1.090
134 H -0.34590 7.78787 2.05502  C68 1.090
135 Cl 0.50720 0.93650 1.24770  C117 1.738
136 H 0.81449 -3.62052 -7.27900  C121 1.090
137 H -1.15057 5.10586 0.81658  C5 1.090
138 H 0.24370 -2.30970 -4.69422  C58 1.090
139 H 2.39377 4.27685 -0.39421  C151 1.090
140 C 0.60142 -1.64347 5.09421  C50 1.528, N51 1.486, C70 1.545, C143 1.582
141 Cl 5.21909 2.49682 1.38193  C83 1.827
142 H -0.97542 -3.55180 -2.94808  C125 1.090
143 C 1.81555 -0.66647 5.36882  H33 1.090, C42 1.563, H94 1.090, C140 1.582
144 H -0.72614 0.12982 5.39033  C70 1.090
145 C -1.39380 -5.93827 -4.60984  N26 1.509, C41 1.579, C64 1.565, C69 1.551
146 H 1.04419 -2.73638 6.82381  C50 1.090
147 Cl 4.82533 -2.05812 -2.02409  C78 1.748
148 H 4.05020 4.33472 -2.04605  C84 1.090
149 H 0.99360 2.60679 -5.28769  C39 1.090
150 H -2.31506 -3.61161 0.32739  C73 1.090
151 C 1.79159 3.52387 -0.90265  C9 1.554, H25 1.090, H107 1.090, H139 1.090
152 H -2.86976 8.29426 4.44804  C90 1.090
153 H 1.69745 4.24958 -4.34104  C155 1.090
154 H 4.03163 0.85495 -2.94325  C79 1.090
155 C 1.56526 4.48477 -3.28496  C9 1.560, H88 1.090, H115 1.090, H153 1.090
156 H -3.00619 -5.04895 -3.18713  C41 1.090
157 H 2.54718 -2.94926 2.00601  C30 1.090
158 C -2.08287 6.82498 2.98087  N35 1.547, C68 1.504, C90 1.603, C105 1.555
159 H -1.48676 2.60884 3.17797  C82 1.090
160 H -2.89619 3.40643 3.78143  C82 1.090

Its LUMO energy (spin up / spin down) is 0.0008 / -0.0309 Ha. Its spin multiplicity is 6. The frontier orbital gap (spin up / spin down) is 0.331 / 0.324 Eh. The total charge is 0. The calculation puts the total energy at -181657.220 eV.